1.
{"formula": "C21H21N5O2OsS", "method": "wB97M-V/def2-TZVPD", "total_charge": 4, "lumo_ha": [-0.47140, -0.58141], "orbital_gap_ev": [6.12, 5.15], "e_homo_ev": [-18.94, -20.97], "spin_multiplicity": 5, "symbols": ["N", "C", "C", "H", "H", "H", "N", "C", "C", "H", "H", "H", "N", "C", "C", "H", "H", "H", "Os", "C", "O", "C", "O", "C", "C", "C", "C", "C", "C", "H", "H", "H", "H", "H", "H", "N", "C", "N", "C", "C", "C", "C", "C", "C", "S", "H", "H", "H", "H", "H", "H"], "coordinates": [[0.147, 1.492, -0.494], [0.424, 2.618, -0.630], [0.543, 4.046, -0.632], [-0.458, 4.504, -0.686], [1.141, 4.375, -1.494], [1.040, 4.370, 0.296], [1.977, -1.632, -1.113], [2.917, -2.246, -1.446], [4.118, -3.024, -1.368], [4.856, -2.622, -2.077], [3.895, -4.067, -1.640], [4.520, -2.975, -0.341], [-1.696, -1.240, -0.580], [-2.630, -1.940, -0.657], [-3.871, -2.654, -0.645], [-3.793, -3.499, 0.056], [-4.099, -3.043, -1.649], [-4.682, -1.980, -0.324], [0.597, -0.713, -0.130], [0.542, -2.305, 0.841], [0.661, -3.297, 1.458], [2.046, -0.152, 0.902], [3.012, 0.023, 1.539], [0.965, 0.705, -3.110], [-0.425, 0.768, -2.971], [-1.180, -0.394, -2.994], [-0.557, -1.638, -3.144], [0.812, -1.696, -3.321], [1.575, -0.520, -3.310], [1.556, 1.622, -3.142], [-0.929, 1.730, -2.888], [-2.265, -0.326, -2.930], [-1.154, -2.550, -3.191], [1.284, -2.664, -3.483], [2.652, -0.554, -3.473], [-2.090, -1.844, 2.126], [-1.679, -0.559, 2.335], [-0.634, 0.075, 1.835], [-0.433, 1.288, 2.516], [0.642, 2.186, 2.431], [0.662, 3.324, 3.236], [-0.377, 3.607, 4.132], [-1.462, 2.729, 4.225], [-1.477, 1.592, 3.424], [-2.720, 0.368, 3.406], [-2.878, -2.146, 2.705], [-1.414, -2.530, 1.828], [1.463, 1.982, 1.750], [1.507, 4.011, 3.168], [-0.349, 4.503, 4.758], [-2.298, 2.893, 4.897]]}



2.
{"formula": "C5H5NO", "method": "wB97M-V/def2-TZVPD", "lumo_ha": [-0.00976, -0.01018], "orbital_gap_ev": [8.09, 8.02], "e_homo_ev": [-8.36, -8.29], "symbols": ["O", "C", "C", "C", "C", "C", "N", "H", "H", "H", "H", "H"], "coordinates": [[-1.770, -1.257, 1.829], [-1.103, -0.737, 1.019], [-0.610, 0.574, 0.572], [0.893, 0.731, 0.469], [0.162, 0.415, -0.768], [0.325, -0.966, -1.287], [0.969, -1.381, -2.186], [-0.400, -1.658, -0.300], [-1.256, 1.445, 0.693], [1.496, -0.053, 0.916], [1.276, 1.736, 0.594], [0.019, 1.153, -1.550]]}



3.
{"formula": "C2H3F3N2", "method": "wB97M-V/def2-TZVPD", "lumo_ha": 0.01100, "orbital_gap_ev": 9.72, "e_homo_ev": -9.42, "smiles": "[H]/N=N/CC(F)(F)F", "symbols": ["H", "N", "N", "C", "C", "F", "F", "F", "H", "H"], "coordinates": [[-0.857, 2.114, 0.547], [-0.176, 1.450, 0.593], [-0.492, 0.477, -0.113], [0.437, -0.503, -0.388], [2.113, 0.048, -0.064], [2.484, 0.830, -1.113], [2.960, -0.968, 0.132], [2.209, 0.820, 1.026], [0.464, -0.783, -1.413], [0.482, -1.501, -0.064]]}



4.
{"formula": "C5H9InNO3P2S", "method": "wB97M-V/def2-TZVPD", "total_charge": -1, "lumo_ha": 0.10620, "orbital_gap_ev": 7.61, "e_homo_ev": -4.72, "symbols": ["O", "P", "In", "C", "C", "C", "C", "C", "N", "P", "O", "O", "S", "H", "H", "H", "H", "H", "H", "H", "H", "H"], "coordinates": [[2.538, 2.326, 1.088], [1.891, 2.680, -0.222], [-0.007, 1.159, -0.988], [0.375, -0.941, -0.403], [1.138, -1.188, 0.740], [1.362, -2.497, 1.130], [0.806, -3.498, 0.349], [0.075, -3.172, -0.774], [-0.148, -1.913, -1.160], [-2.083, 1.776, 0.395], [-2.701, 3.259, 0.140], [-3.323, 0.795, -0.085], [-1.713, 1.486, 2.284], [2.848, 2.818, -1.268], [1.368, 4.003, -0.151], [-0.291, 1.286, -2.726], [1.537, -0.362, 1.304], [1.933, -2.734, 2.012], [0.947, -4.536, 0.607], [-0.337, -3.969, -1.371], [-3.324, 3.261, -0.595], [-2.893, -0.039, -0.307]]}



5.
{"formula": "C5H12N2O", "method": "wB97M-V/def2-TZVPD", "lumo_ha": 0.02679, "orbital_gap_ev": 9.46, "e_homo_ev": -8.73, "smiles": "[H]/N=C/NC.C=CCO", "symbols": ["H", "N", "C", "N", "C", "H", "H", "H", "H", "H", "C", "C", "C", "O", "H", "H", "H", "H", "H", "H"], "coordinates": [[3.853, -0.633, 2.537], [3.913, -0.686, 1.525], [2.919, -0.074, 1.015], [2.754, 0.079, -0.331], [1.900, 1.128, -0.850], [2.137, 0.416, 1.604], [3.576, -0.178, -0.856], [1.620, 0.888, -1.876], [0.958, 1.122, -0.303], [2.377, 2.111, -0.853], [-2.964, -1.903, 0.535], [-2.183, -0.901, 0.153], [-2.688, 0.263, -0.642], [-1.770, 1.340, -0.525], [-2.581, -2.859, 0.865], [-4.044, -1.789, 0.521], [-1.116, -0.941, 0.346], [-2.803, -0.062, -1.682], [-3.691, 0.541, -0.294], [-2.166, 2.137, -0.889]]}



6.
{"formula": "C2H6N2O", "method": "wB97M-V/def2-TZVPD", "lumo_ha": 0.03148, "orbital_gap_ev": 10.94, "e_homo_ev": -10.09, "smiles": "NC=O.C=N", "symbols": ["N", "C", "O", "H", "H", "H", "C", "N", "H", "H", "H"], "coordinates": [[1.069, -0.986, -0.406], [1.957, -0.676, -1.439], [2.208, 0.438, -1.807], [1.434, -1.716, 0.188], [0.319, -0.396, -0.092], [2.335, -1.669, -1.716], [-1.595, 1.230, 1.089], [-2.196, 0.493, 0.237], [-1.155, 2.274, 0.958], [-1.576, 1.106, 2.176], [-2.800, -0.097, 0.812]]}



7.
{"formula": "C23H38N2O2", "method": "wB97M-V/def2-TZVPD", "lumo_ha": -0.02575, "orbital_gap_ev": 7.28, "e_homo_ev": -7.99, "smiles": "CC1=CC(=O)c2ccccc2C1=O.CCN(CC)CC.CCN(CC)CC", "symbols": ["C", "C", "C", "C", "O", "C", "C", "C", "C", "C", "C", "C", "O", "H", "H", "H", "H", "H", "H", "H", "H", "C", "C", "N", "C", "C", "C", "C", "H", "H", "H", "H", "H", "H", "H", "H", "H", "H", "H", "H", "H", "H", "H", "C", "C", "N", "C", "C", "C", "C", "H", "H", "H", "H", "H", "H", "H", "H", "H", "H", "H", "H", "H", "H", "H"], "coordinates": [[0.674, 3.249, -1.895], [1.077, 2.134, -0.877], [0.299, 2.001, 0.239], [0.704, 0.927, 1.304], [-0.105, 0.291, 1.938], [2.252, 0.731, 1.458], [2.842, 0.444, 2.773], [4.297, 0.316, 2.849], [5.110, 0.451, 1.650], [4.539, 0.719, 0.315], [3.092, 0.861, 0.244], [2.317, 1.193, -1.079], [2.612, 0.742, -2.158], [1.136, 3.079, -2.899], [-0.438, 3.384, -1.934], [1.090, 4.215, -1.483], [-0.589, 2.657, 0.400], [2.147, 0.367, 3.636], [4.758, 0.106, 3.843], [6.221, 0.374, 1.700], [5.172, 0.810, -0.594], [2.289, -2.673, 1.704], [2.762, -4.117, 1.620], [3.474, -4.569, 2.808], [4.162, -5.840, 2.618], [3.307, -7.081, 2.351], [2.767, -4.424, 4.072], [1.412, -5.121, 4.215], [3.118, -1.999, 1.922], [1.854, -2.370, 0.749], [1.519, -2.537, 2.467], [3.437, -4.185, 0.762], [1.900, -4.758, 1.391], [4.803, -6.034, 3.485], [4.856, -5.723, 1.778], [2.811, -7.432, 3.256], [3.945, -7.897, 2.003], [2.552, -6.909, 1.582], [2.619, -3.356, 4.259], [3.419, -4.750, 4.889], [0.777, -4.989, 3.337], [0.873, -4.702, 5.070], [1.524, -6.188, 4.406], [-5.385, 5.787, -4.276], [-4.925, 4.337, -4.338], [-4.232, 3.891, -3.139], [-3.554, 2.611, -3.308], [-4.418, 1.376, -3.570], [-4.950, 4.056, -1.883], [-6.313, 3.373, -1.747], [-4.551, 6.457, -4.056], [-5.807, 6.082, -5.240], [-6.162, 5.938, -3.523], [-4.241, 4.252, -5.188], [-5.792, 3.701, -4.570], [-2.924, 2.419, -2.432], [-2.849, 2.711, -4.141], [-4.927, 1.040, -2.667], [-3.785, 0.550, -3.903], [-5.163, 1.548, -4.349], [-5.090, 5.127, -1.709], [-4.310, 3.732, -1.057], [-6.938, 3.502, -2.633], [-6.857, 3.806, -0.903], [-6.213, 2.307, -1.544]]}



8.
{"formula": "C3H6FO2S", "method": "wB97M-V/def2-TZVPD", "total_charge": -1, "lumo_ha": [0.13531, 0.14555], "orbital_gap_ev": [7.06, 7.60], "e_homo_ev": [-3.37, -3.64], "symbols": ["C", "C", "C", "O", "O", "F", "S", "H", "H", "H", "H", "H", "H"], "coordinates": [[0.351, 1.695, -1.579], [0.269, -0.224, 1.587], [-0.475, -0.097, 0.328], [0.080, -1.943, -1.689], [-0.408, -2.664, 0.624], [-1.630, 0.633, 0.542], [-0.869, -1.793, -0.509], [-0.226, 1.268, -2.316], [0.035, 2.482, -0.930], [1.438, 1.452, -1.761], [1.307, -0.098, 1.317], [0.134, -1.280, 1.938], [-0.007, 0.569, 2.449]]}



9.
{"formula": "C4H4N2O", "method": "wB97M-V/def2-TZVPD", "lumo_ha": -0.00833, "orbital_gap_ev": 9.93, "e_homo_ev": -10.15, "smiles": "O=CC1=NN=CC1", "symbols": ["O", "C", "C", "N", "N", "C", "C", "H", "H", "H", "H"], "coordinates": [[2.639, 0.272, -0.310], [1.871, -0.689, 0.120], [0.397, -0.351, 0.026], [-0.210, -1.415, -0.047], [-1.640, -0.918, -0.238], [-1.678, 0.277, -0.043], [-0.404, 0.899, 0.112], [2.118, -1.818, 0.476], [-2.745, 0.892, -0.085], [-0.427, 1.260, -0.909], [0.079, 1.590, 0.896]]}



10.
{"formula": "C3H6OS", "method": "wB97M-V/def2-TZVPD", "lumo_ha": 0.00096, "orbital_gap_ev": 9.02, "e_homo_ev": -9.00, "symbols": ["C", "C", "C", "H", "H", "H", "H", "H", "H", "O", "S"], "coordinates": [[-0.376, 1.181, -0.657], [0.309, -0.061, -0.314], [-0.413, -1.108, 0.432], [-2.336, 0.976, -1.268], [-1.029, 1.563, 0.227], [0.265, 2.003, -1.131], [0.783, -0.383, -1.338], [-1.452, -0.897, 0.676], [-0.375, -2.086, 0.014], [-1.131, 0.822, -1.782], [1.004, -0.489, 1.270]]}



11.
{"formula": "C10H14Cl2F12N2O11S4V", "method": "wB97M-V/def2-TZVPD", "lumo_ha": [-0.04841, -0.04533], "orbital_gap_ev": [9.24, 9.33], "e_homo_ev": [-10.56, -10.56], "spin_multiplicity": 2, "symbols": ["O", "V", "C", "F", "F", "F", "S", "O", "O", "N", "S", "O", "O", "C", "F", "F", "F", "C", "F", "F", "F", "S", "O", "O", "N", "S", "O", "O", "C", "F", "F", "F", "C", "O", "C", "C", "O", "C", "H", "H", "H", "H", "H", "H", "H", "H", "H", "H", "Cl", "C", "C", "Cl", "H", "H", "H", "H"], "coordinates": [[1.065, -0.775, 0.376], [0.089, 0.346, -0.050], [1.831, 2.305, 3.401], [2.796, 1.461, 3.048], [1.097, 1.685, 4.333], [2.293, 3.488, 3.909], [0.703, 2.553, 1.877], [-0.442, 1.655, 2.021], [0.371, 3.969, 1.814], [1.464, 1.862, 0.468], [2.426, 3.091, 0.069], [1.913, 3.840, -1.091], [2.973, 3.914, 1.156], [3.992, 2.133, -0.553], [3.647, 1.264, -1.518], [4.891, 2.954, -1.037], [4.493, 1.420, 0.444], [-3.390, -0.274, 2.458], [-4.637, -0.693, 2.190], [-3.284, 0.903, 1.939], [-3.191, -0.303, 3.776], [-2.198, -1.452, 1.548], [-0.976, -1.549, 2.364], [-2.807, -2.722, 1.331], [-1.757, -0.601, 0.074], [-2.890, -1.048, -0.964], [-4.205, -1.499, -0.561], [-2.977, -0.019, -1.987], [-2.090, -2.528, -1.932], [-2.819, -2.743, -2.989], [-0.816, -2.190, -2.266], [-2.011, -3.602, -1.119], [-1.820, 2.972, -0.622], [-0.973, 1.958, -1.172], [-0.633, 2.184, -2.539], [0.027, 0.918, -3.131], [0.715, 0.216, -2.103], [1.701, -0.723, -2.646], [-2.596, 3.396, -1.259], [-1.197, 3.831, -0.375], [-2.238, 2.662, 0.336], [0.140, 2.928, -2.731], [-1.561, 2.394, -3.072], [0.668, 1.231, -3.955], [-0.769, 0.332, -3.589], [1.926, -1.606, -2.049], [2.576, -0.291, -3.130], [1.227, -1.273, -3.458], [1.871, -3.664, 3.190], [1.322, -5.039, 2.228], [0.387, -4.651, 1.032], [1.245, -3.707, -0.135], [0.879, -5.769, 2.905], [2.137, -5.583, 1.751], [-0.451, -4.086, 1.441], [-0.139, -5.474, 0.550]]}



12.
{"formula": "CH4Br2Si", "method": "wB97M-V/def2-TZVPD", "lumo_ha": [-0.07257, -0.07263], "orbital_gap_ev": [7.76, 7.76], "e_homo_ev": [-9.73, -9.73], "symbols": ["C", "Si", "Br", "Br", "H", "H", "H", "H"], "coordinates": [[0.585, -0.229, -0.522], [-1.015, 0.035, 0.457], [2.255, 1.743, 0.115], [1.570, -1.804, 0.143], [0.877, -0.124, -1.587], [-2.028, -0.559, -0.460], [-1.538, 1.384, 0.082], [-0.705, -0.445, 1.773]]}



no.,E (Ha)
1,-1724.1899
2,-323.3585
3,-487.0268
4,-1747.5418
5,-382.4039
6,-264.5012
7,-1159.0750
8,-766.3260
9,-339.4306
10,-591.2110
11,-5982.0191
12,-5477.9190